{"formula": "CH11O7", "method": "wB97M-V/def2-TZVPD", "species": ["O", "C", "O", "H", "H", "H", "O", "H", "H", "O", "H", "H", "O", "H", "H", "O", "H", "H", "O"], "positions_angstrom": [[-0.013, -0.253, -2.234], [-1.106, -0.539, -1.721], [-1.148, -0.858, -0.462], [-2.043, -0.429, -2.236], [-0.464, 2.436, -0.816], [0.956, 2.071, -0.997], [0.478, 2.781, -0.924], [0.013, -2.501, 1.586], [1.562, -2.552, 1.069], [0.930, -2.645, 1.795], [1.197, -0.288, -1.166], [2.427, 0.571, -1.104], [1.909, 0.009, -0.559], [-1.062, -0.228, 2.730], [-1.588, -0.130, 1.414], [-1.861, 0.070, 2.350], [0.643, 0.363, 0.925], [-0.552, 1.012, 0.973], [0.399, 1.261, 1.027]], "nbo_charge": [-0.750, 0.627, -0.863, 0.066, 0.465, 0.461, -0.928, 0.492, 0.493, -0.985, 0.500, 0.450, -1.007, 0.461, 0.485, -0.952, 0.479, 0.446, -0.939], "e_above_lowest_kj_mol": 201.7, "multiplicity": 1, "charge": -1, "gap_ev": 9.4}